Computed, not measured: a molecular structure, C26H29HfN2O6P4, with ωB97M-V/def2-TZVPD.

```
68
Properties=species:S:1:pos:R:3:nbo_charge:R:1
Hf 0.299 -0.610 -0.712 2.155
N 1.590 -1.688 -5.087 -0.683
C 0.723 -2.071 -3.906 -0.622
C -0.012 -3.365 -4.288 -0.657
P -0.561 -0.779 -3.565 2.370
O 0.280 0.535 -3.023 -1.016
O -1.391 -0.527 -4.725 -0.998
O -1.042 -1.222 -2.161 -1.151
P 1.867 -2.368 -2.479 2.364
O 0.887 -2.973 -1.314 -1.020
O 1.981 -0.980 -1.774 -1.144
O 3.018 -3.134 -2.913 -0.997
H 1.019 -1.631 -5.940 0.467
H 2.317 -2.406 -5.224 0.475
H 2.069 -0.790 -4.970 0.454
H -0.602 -3.214 -5.193 0.268
H -0.705 -3.655 -3.500 0.259
H 0.697 -4.179 -4.450 0.258
H 0.073 1.372 -3.469 0.561
H 0.756 -3.928 -1.213 0.567
N -0.227 1.424 1.805 -1.231
P 1.284 0.723 1.491 1.074
C 2.599 1.765 2.078 -0.348
C 2.550 2.304 3.367 -0.211
C 3.594 3.099 3.806 -0.167
C 4.683 3.339 2.974 -0.135
C 4.734 2.792 1.699 -0.188
C 3.689 2.004 1.242 -0.195
C 1.262 -0.921 2.238 -0.419
C 0.510 -1.310 3.346 -0.143
C 0.485 -2.643 3.718 -0.163
C 1.188 -3.599 2.982 -0.161
C 1.929 -3.224 1.874 -0.170
C 1.963 -1.882 1.491 -0.294
P -1.218 1.287 0.443 1.107
C -2.113 2.789 0.141 -0.355
C -1.869 3.516 -1.025 -0.187
C -2.542 4.706 -1.244 -0.189
C -3.444 5.173 -0.298 -0.130
C -3.681 4.457 0.872 -0.170
C -3.022 3.262 1.095 -0.217
C -2.357 -0.109 0.642 -0.404
C -3.724 0.002 0.404 -0.166
C -4.531 -1.128 0.388 -0.129
C -3.988 -2.393 0.579 -0.160
C -2.623 -2.533 0.775 -0.158
C -1.812 -1.402 0.799 -0.280
H -0.451 1.993 2.614 0.454
H 1.717 2.105 4.031 0.217
H 3.565 3.525 4.799 0.249
H 5.498 3.957 3.326 0.252
H 5.585 2.984 1.060 0.248
H 3.722 1.586 0.243 0.219
H -0.053 -0.577 3.910 0.233
H -0.077 -2.947 4.592 0.257
H 1.170 -4.634 3.295 0.258
H 2.516 -3.957 1.335 0.247
H 2.650 -1.564 0.705 0.253
H -1.150 3.159 -1.752 0.204
H -2.362 5.273 -2.146 0.249
H -3.967 6.105 -0.469 0.254
H -4.382 4.831 1.605 0.252
H -3.218 2.702 2.003 0.228
H -4.163 0.976 0.233 0.251
H -5.595 -1.018 0.227 0.259
H -4.629 -3.263 0.577 0.259
H -2.190 -3.512 0.932 0.238
H -0.768 -1.605 1.106 0.198
```

Output
E_HOMO   -16.83 eV
LUMO   -9.850 eV
Net charge   +3
Gap between HOMO and LUMO   0.2564 hartree
Multiplicity   1


Computed, not measured: a molecular structure, C26H29HfN8S2, with ωB97M-V/def2-TZVPD.

```
66
Properties=species:S:1:pos:R:3:nbo_charge:R:1
Hf -0.389 -0.242 0.239 2.017
C 1.621 3.809 0.980 -0.722
C 1.254 2.502 0.372 0.341
N 1.286 1.363 1.000 -0.337
N 1.797 1.303 2.263 -0.407
C 1.673 0.205 3.046 0.359
N 2.315 0.169 4.201 -0.709
S 0.662 -1.073 2.596 -0.135
C 0.780 2.430 -1.022 0.158
C 1.176 3.332 -2.008 -0.189
C 0.710 3.177 -3.306 -0.086
C -0.171 2.141 -3.587 -0.201
C -0.519 1.280 -2.558 0.085
N -0.039 1.396 -1.318 -0.592
H 1.124 3.911 1.947 0.269
H 1.301 4.644 0.362 0.274
H 2.698 3.901 1.138 0.270
H 2.354 2.084 2.607 0.418
H 2.934 0.898 4.523 0.433
H 2.216 -0.648 4.788 0.451
H 1.867 4.125 -1.779 0.259
H 1.021 3.856 -4.085 0.269
H -0.584 1.994 -4.573 0.273
H -1.202 0.450 -2.726 0.240
N 2.131 -2.292 -2.674 -0.462
C 1.935 -1.179 -1.965 0.280
N 1.225 -1.382 -0.862 -0.688
C 0.962 -2.757 -0.852 0.141
C 0.301 -3.560 0.078 -0.235
C 0.177 -4.901 -0.228 -0.168
C 0.713 -5.455 -1.398 -0.165
C 1.410 -4.684 -2.305 -0.202
C 1.525 -3.331 -2.009 0.095
H 2.657 -2.383 -3.531 0.460
H 2.347 -0.225 -2.241 0.228
H -0.061 -3.166 1.023 0.220
H -0.332 -5.554 0.461 0.241
H 0.588 -6.511 -1.588 0.252
H 1.849 -5.102 -3.198 0.252
C -2.068 -1.522 -0.057 -0.900
C -2.781 -2.514 -0.082 0.404
C -3.535 -3.704 0.020 -0.275
C -3.336 -4.458 1.188 -0.110
C -3.981 -5.666 1.349 -0.224
C -4.834 -6.137 0.359 -0.137
C -5.037 -5.392 -0.796 -0.193
C -4.395 -4.179 -0.973 -0.142
H -2.671 -4.076 1.950 0.199
H -3.823 -6.238 2.252 0.239
H -5.344 -7.078 0.500 0.245
H -5.703 -5.763 -1.560 0.245
H -4.557 -3.605 -1.874 0.233
C -3.572 -0.505 4.363 -0.427
N -2.867 0.036 3.215 -0.547
C -2.934 1.261 2.700 0.412
S -1.673 1.732 1.605 -0.293
N -3.821 2.194 2.983 -0.530
C -5.061 2.150 3.737 -0.431
H -2.882 -1.143 4.912 0.231
H -4.432 -1.102 4.053 0.227
H -3.883 0.296 5.025 0.229
H -2.216 -0.605 2.766 0.419
H -3.631 3.097 2.558 0.432
H -5.463 1.142 3.796 0.227
H -5.787 2.782 3.226 0.247
H -4.912 2.560 4.739 0.231
```

Output
E_HOMO   -15.59 eV
LUMO   -9.433 eV
Net charge   +3
Gap between HOMO and LUMO   0.2261 hartree
Multiplicity   1


Computed, not measured: a gas-phase ion, C26H29N2 (charge +1), with ωB97M-V/def2-TZVPD.

```
57
Properties=species:S:1:pos:R:3:nbo_charge:R:1
C -1.290 4.728 3.222 -0.632
C -0.972 3.536 2.358 -0.004
C -1.498 3.391 1.075 -0.190
C -1.144 2.311 0.267 -0.213
C -0.292 1.327 0.766 0.010
C 0.275 0.244 -0.159 -0.040
N 1.372 -0.602 0.754 -0.590
C 2.810 -0.400 1.211 0.118
C 3.268 -0.707 2.513 -0.240
C 4.564 -0.279 2.946 -0.177
C 5.459 0.314 2.037 -0.193
C 4.997 0.572 0.736 -0.173
C 3.711 0.124 0.300 -0.233
C -0.861 -0.652 -0.692 -0.266
C -0.904 -1.403 -1.909 0.352
C 0.142 -2.099 -2.831 -0.118
C 0.991 -1.095 -3.597 -0.597
C -0.506 -2.977 -3.914 -0.623
C 0.937 -3.010 -1.912 -0.568
N -2.199 -1.768 -2.133 -0.543
C -3.044 -1.295 -1.141 0.188
C -4.421 -1.198 -1.209 -0.252
C -5.106 -0.440 -0.271 -0.202
C -4.341 0.075 0.796 -0.216
C -2.950 -0.085 0.880 -0.198
C -2.225 -0.633 -0.187 -0.099
C 0.098 1.367 2.107 -0.242
C -0.124 2.543 2.831 -0.191
H -0.682 4.698 4.129 0.221
H -1.096 5.667 2.697 0.229
H -2.338 4.715 3.531 0.232
H -2.196 4.149 0.735 0.224
H -1.612 2.224 -0.717 0.231
H 0.754 0.786 -1.071 0.264
H 1.423 -1.301 0.003 0.440
H 0.938 -1.132 1.527 0.436
H 2.606 -1.158 3.268 0.230
H 4.889 -0.372 4.003 0.242
H 6.512 0.538 2.327 0.245
H 5.630 1.153 0.053 0.237
H 3.406 0.259 -0.741 0.224
H 1.530 -0.394 -2.951 0.196
H 1.716 -1.641 -4.222 0.225
H 0.351 -0.511 -4.267 0.226
H -1.111 -3.803 -3.531 0.218
H -1.084 -2.408 -4.649 0.222
H 0.303 -3.457 -4.479 0.235
H 0.375 -3.928 -1.708 0.233
H 1.888 -3.289 -2.362 0.226
H 1.151 -2.553 -0.942 0.156
H -2.568 -2.296 -2.929 0.430
H -4.973 -1.624 -2.037 0.222
H -6.173 -0.203 -0.339 0.233
H -4.857 0.627 1.585 0.224
H -2.427 0.201 1.801 0.218
H 0.542 0.503 2.636 0.195
H 0.352 2.664 3.804 0.219
```

Output
E_HOMO   -10.74 eV
SMILES string   Cc1ccc([C@@H]([NH2+]c2ccccc2)c2c(C(C)(C)C)[nH]c3ccccc23)cc1
LUMO   -2.370 eV
Net charge   +1
Gap between HOMO and LUMO   0.3077 hartree
Multiplicity   1


Computed, not measured: a molecular structure, C26H29N5S2SeV, with ωB97M-V/def2-TZVPD.

```
64
Properties=species:S:1:pos:R:3:lowdin_spin:R:1
V 1.013 -0.169 -0.450 2.801
C 5.153 2.078 0.491 0.001
N 3.881 2.296 1.155 0.002
C 3.386 3.512 1.589 0.003
C 2.161 3.289 2.094 0.001
N 1.913 1.928 1.959 0.008
C 2.979 1.318 1.371 0.007
S 3.187 -0.312 0.990 0.019
C 0.703 1.300 2.350 0.015
C 0.252 1.473 3.646 -0.001
C -0.948 0.880 4.008 0.015
C -1.637 0.146 3.059 -0.001
C -1.107 0.042 1.785 0.019
N 0.055 0.597 1.423 0.018
H 5.635 3.041 0.352 0.000
H 4.977 1.604 -0.473 0.000
H 5.784 1.427 1.093 0.000
H 3.939 4.427 1.481 0.000
H 1.428 3.960 2.500 0.000
H 0.845 2.038 4.351 0.000
H -1.326 0.985 5.016 0.001
H -2.581 -0.331 3.282 0.000
H -1.620 -0.510 1.009 0.002
C 1.693 1.749 -1.307 0.002
H 1.406 2.573 -0.636 0.004
H 1.238 2.036 -2.268 0.002
H 2.783 1.833 -1.446 0.003
N 2.369 -0.249 -3.618 0.008
C 2.302 -1.462 -3.041 0.015
N 1.979 -1.640 -1.792 0.015
C 2.019 -2.990 -1.455 0.004
C 1.728 -3.518 -0.202 0.004
C 1.798 -4.888 -0.022 0.001
C 2.155 -5.735 -1.070 0.000
C 2.453 -5.221 -2.321 0.000
C 2.382 -3.848 -2.497 0.000
S 2.698 -2.912 -3.934 0.004
H 1.973 0.508 -3.067 0.002
H 2.293 -0.186 -4.618 0.000
H 1.456 -2.862 0.617 0.003
H 1.571 -5.308 0.949 0.000
H 2.202 -6.803 -0.907 0.000
H 2.731 -5.875 -3.138 0.000
C -6.122 1.593 0.951 0.000
C -4.919 1.006 0.262 0.000
C -4.797 -0.360 0.053 0.000
C -3.687 -0.912 -0.583 0.001
C -3.620 -2.404 -0.760 0.000
C -2.651 -0.073 -1.029 0.008
Se -1.066 -0.878 -1.775 0.006
C -2.775 1.314 -0.851 0.001
C -1.731 2.287 -1.326 0.004
C -3.898 1.822 -0.205 0.000
H -6.821 0.813 1.253 0.000
H -6.655 2.284 0.295 0.000
H -5.835 2.152 1.845 0.000
H -5.587 -1.022 0.391 0.000
H -4.513 -2.879 -0.352 0.000
H -2.736 -2.820 -0.272 0.000
H -3.529 -2.668 -1.815 0.000
H -1.091 1.846 -2.084 0.001
H -1.078 2.598 -0.505 0.001
H -2.207 3.183 -1.729 0.000
H -3.979 2.898 -0.074 0.000
```

Output
E_HOMO (spin up / spin down)   -6.12 / -6.81 eV
LUMO (spin up / spin down)   0.211 / 0.148 eV
Net charge   0
Gap between HOMO and LUMO (spin up / spin down)   0.2327 / 0.2557 hartree
Multiplicity   4


Computed, not measured: a molecular structure, C26H30BBrCl2N8O5W, with ωB97M-V/def2-TZVPD.

```
74
Properties=species:S:1:pos:R:3:lowdin_spin:R:1
W 0.201 0.220 0.692 1.578
C 1.104 -5.159 0.750 0.000
N 0.978 -3.874 1.422 0.003
C 1.763 -3.686 2.635 0.001
C 0.334 -2.847 0.879 0.006
O 0.227 -1.774 1.494 0.024
C -0.308 -3.081 -0.486 0.001
O -0.896 -1.960 -1.067 0.012
C -2.281 -1.720 -0.928 0.001
C -2.544 -0.454 -0.073 0.011
O -1.637 -0.450 0.953 0.049
N -3.884 -0.569 0.523 -0.001
C -4.200 0.482 1.477 0.001
C -4.992 -0.801 -0.382 0.000
H 1.533 -5.867 1.454 0.000
H 0.134 -5.546 0.440 0.000
H 1.766 -5.088 -0.114 0.000
H 1.374 -4.317 3.436 0.000
H 2.800 -3.955 2.433 0.000
H 1.721 -2.644 2.931 0.000
H 0.491 -3.403 -1.161 0.000
H -1.020 -3.910 -0.393 0.000
H -2.701 -1.641 -1.934 0.001
H -2.771 -2.545 -0.401 0.000
H -3.344 0.662 2.122 0.000
H -4.488 1.429 0.995 0.000
H -5.039 0.152 2.091 0.000
H -4.800 -1.648 -1.041 0.000
H -5.875 -1.043 0.210 0.000
H -5.247 0.075 -1.000 0.000
Br -1.222 4.370 0.850 0.002
C -1.918 3.099 -0.363 0.007
C -2.547 3.544 -1.515 0.001
C -3.105 2.584 -2.343 0.005
C -3.091 1.252 -1.953 0.000
C -2.449 0.913 -0.776 0.006
N -1.798 1.828 -0.037 0.015
C 0.012 1.297 -3.597 0.002
O -0.734 1.504 -4.516 0.004
O 0.160 0.317 -1.409 0.047
H -2.587 4.597 -1.750 0.000
H -3.568 2.877 -3.276 0.000
H -3.550 0.492 -2.569 0.000
B 2.033 3.082 2.283 0.001
N 1.212 2.001 3.078 0.006
C 1.198 2.054 4.413 0.020
C 0.529 0.950 4.915 0.008
C 0.145 0.245 3.788 0.029
N 0.559 0.886 2.685 0.031
N 1.745 3.119 0.750 0.003
C 2.211 4.072 -0.064 0.000
C 1.989 3.722 -1.398 0.001
C 1.365 2.499 -1.270 0.003
N 1.182 2.147 0.012 0.007
H 1.734 4.157 2.742 0.000
H 3.208 2.841 2.419 0.000
H 1.671 2.878 4.918 0.001
H 0.343 0.705 5.945 0.001
H -0.416 -0.669 3.682 0.001
H 2.686 4.946 0.351 0.000
H 2.294 4.258 -2.278 0.000
H 1.817 1.908 -3.278 -0.001
Cl 3.843 -2.927 -0.216 0.003
C 3.571 -1.711 -1.446 0.006
C 4.419 -1.698 -2.508 0.002
C 4.313 -0.739 -3.538 0.014
C 3.267 0.146 -3.477 0.002
C 2.356 0.021 -2.440 0.018
Cl 0.952 1.116 -2.414 0.012
C 2.482 -0.742 -1.196 0.022
N 1.920 -0.723 -0.008 0.034
H 5.207 -2.440 -2.548 0.000
H 5.027 -0.712 -4.347 0.001
H 3.138 0.891 -4.257 0.000
```

Output
E_HOMO (spin up / spin down)   -6.23 / -6.60 eV
LUMO (spin up / spin down)   0.201 / 0.281 eV
Net charge   0
Gap between HOMO and LUMO (spin up / spin down)   0.2362 / 0.2529 hartree
Multiplicity   3


Computed, not measured: a molecular structure, C26H30BF2N5O6PPd, with ωB97M-V/def2-TZVPD.

```
72
Properties=species:S:1:pos:R:3:lowdin_spin:R:1
Pd 3.420 1.954 0.732 0.413
O 4.301 6.048 -0.759 0.064
C 3.857 5.120 -0.126 0.017
O 4.551 4.265 0.506 0.374
C 2.307 5.056 0.172 0.003
P 1.717 3.286 0.139 0.047
C 0.029 3.536 0.699 0.012
C -0.238 3.836 2.044 0.005
C -1.547 4.181 2.407 -0.001
C -2.573 4.106 1.499 0.005
C -2.351 3.604 0.221 0.000
C -1.051 3.452 -0.213 0.006
C 1.487 2.772 -1.586 0.008
C 1.216 1.419 -1.778 0.006
C 1.310 0.926 -3.059 0.000
C 1.480 1.769 -4.171 0.002
C 1.433 3.138 -3.946 0.001
C 1.529 3.644 -2.679 0.002
H 1.649 5.626 -0.491 0.000
H 2.173 5.428 1.158 0.000
H 0.550 3.870 2.744 0.000
H -1.772 4.374 3.416 0.000
H -3.578 4.370 1.857 0.000
H -3.224 3.383 -0.442 0.000
H -0.792 3.206 -1.260 0.000
H 0.875 0.813 -0.916 0.001
H 1.061 -0.107 -3.174 0.000
H 1.561 1.328 -5.143 0.000
H 1.508 3.834 -4.761 0.000
H 1.413 4.729 -2.464 0.000
N 4.653 1.781 -1.115 0.002
N 5.321 0.519 -1.131 0.066
C 5.638 -0.035 0.057 0.145
N 6.406 -1.140 -0.055 0.084
N 4.942 0.423 1.161 0.096
N 4.919 -0.229 2.290 0.803
O 5.491 -1.297 2.462 0.772
O 0.816 -1.144 1.272 0.083
H 4.280 1.865 -2.073 0.000
H 5.157 2.594 -0.812 -0.001
H 5.976 0.384 -1.885 0.005
H 6.360 -1.678 -0.876 0.007
H 6.443 -1.732 0.770 0.004
F 2.273 1.432 3.381 0.013
C 3.326 2.172 2.801 0.024
F 3.348 3.360 3.432 0.004
H 4.213 1.643 3.143 0.009
C -4.521 -5.330 -1.868 0.001
C -4.895 -5.268 -0.397 0.007
C -4.804 -6.743 0.073 0.007
C -6.337 -4.803 -0.310 0.002
C -4.003 -4.369 0.498 0.098
C -4.459 -3.499 1.484 0.169
C -3.724 -2.544 2.207 -0.005
C -2.396 -2.520 1.851 0.163
O -1.470 -1.565 2.200 0.124
B -0.245 -1.845 1.406 0.000
O -0.581 -3.180 0.665 0.169
C -1.853 -3.433 0.922 0.156
C -2.635 -4.401 0.290 0.026
H -5.277 -5.909 -2.414 0.000
H -3.627 -5.923 -1.962 0.000
H -4.405 -4.311 -2.289 0.000
H -5.561 -7.234 -0.523 0.001
H -5.139 -6.847 1.116 0.000
H -3.844 -7.287 -0.042 0.000
H -6.987 -5.502 -0.853 0.000
H -6.460 -3.819 -0.779 0.001
H -6.777 -4.792 0.681 0.000
H -5.491 -3.593 1.887 0.006
H -4.177 -2.007 3.047 -0.003
H -2.198 -5.157 -0.335 -0.001
```

Output
E_HOMO (spin up / spin down)   -10.45 / -11.59 eV
LUMO (spin up / spin down)   -3.485 / -5.656 eV
Net charge   +1
Gap between HOMO and LUMO (spin up / spin down)   0.2559 / 0.2182 hartree
Multiplicity   5